Formula: H4O2
Source: the Open Molecules 2025 dataset
Level of theory: wB97M-V/def2-TZVPD

Summary:
LUMO energy   0.67 eV
E   -152.86925 Eh
ΔE to the lowest compared entry with this formula, charge and spin   0.155 eV
Structure (SMILES)   O.O
E_HOMO   -10.847 eV
Kohn-Sham gap   11.52 eV

Each atom is followed by the atoms it is bonded to, with distances in Å.
Positions of all 6 atoms, in Å:
1 H 1.3575 -1.1545 -0.5321  O3 0.977
2 H 0.4691 0.0252 -0.7431  O3 0.976
3 O 0.6761 -0.8349 -1.1549  H1 0.977, H2 0.976
4 H -0.7497 1.1837 1.3921  O6 0.966
5 H -1.2744 0.1249 0.4082  O6 0.982
6 O -0.4787 0.6556 0.6298  H4 0.966, H5 0.982

Calculated atomic charges, method Löwdin, unit e: H 0.0424; H -0.0102; O -0.0955; H 0.0581; H 0.0759; O -0.0708